{"formula": "C41H31Cl2F6N2O10", "method": "wB97M-V/def2-TZVPD", "elements": ["C", "H", "C", "H", "F", "C", "C", "H", "C", "C", "C", "C", "H", "H", "C", "F", "C", "C", "O", "C", "C", "H", "O", "C", "C", "O", "N", "H", "H", "C", "O", "H", "O", "O", "O", "C", "C", "F", "H", "C", "H", "F", "H", "O", "C", "C", "C", "C", "H", "O", "H", "C", "H", "O", "H", "C", "C", "C", "H", "C", "H", "H", "Cl", "C", "C", "C", "H", "H", "C", "F", "H", "C", "Cl", "H", "H", "C", "C", "C", "N", "H", "C", "H", "C", "H", "H", "C", "C", "F", "H", "H", "C", "H"], "positions_angstrom": [[4.022, 4.369, -8.837], [3.705, 1.706, -6.664], [5.607, 0.916, -3.172], [-0.909, -2.178, 1.191], [-0.919, -0.505, -3.969], [-4.948, -1.216, 1.932], [2.780, -2.580, 2.511], [-7.022, 0.153, 4.384], [3.710, 2.715, -7.056], [0.988, 1.425, -1.634], [0.462, -2.341, -3.160], [-10.250, -3.871, 3.283], [5.306, 1.122, -5.383], [8.690, -2.206, 5.157], [6.112, 1.416, -4.627], [7.388, 0.785, -4.938], [-0.077, -0.846, -2.850], [2.542, -2.048, 1.154], [-0.562, -3.119, 3.584], [-4.079, -0.215, 1.793], [3.660, 5.446, -7.891], [6.280, 2.548, -4.592], [-12.030, -5.406, 3.191], [1.138, -1.919, 0.709], [1.767, -2.929, 3.306], [4.232, -2.473, 5.172], [2.229, 2.189, -1.586], [4.277, -0.380, 6.706], [-4.873, -2.130, 1.356], [-1.485, 2.298, -1.050], [-10.490, -0.332, 3.096], [-2.416, 2.487, 1.056], [3.467, -1.727, 0.426], [3.061, 3.545, -4.947], [-6.865, -2.044, 3.014], [3.348, 3.791, -6.110], [7.701, -0.655, 6.342], [-0.570, -2.962, -3.949], [-3.604, 2.537, -0.377], [-0.150, 1.980, -0.686], [0.983, -1.529, -0.287], [1.631, -2.380, -3.960], [6.577, -3.314, 4.448], [4.307, 4.615, -9.992], [-10.844, -1.497, 3.117], [3.345, 5.176, -6.623], [5.250, -0.740, 6.396], [4.024, 2.983, -8.324], [6.505, 0.853, -2.456], [-3.406, 1.939, 2.466], [-9.544, -4.686, 3.386], [-6.072, -1.131, 2.889], [4.627, 3.032, -3.214], [8.732, -0.114, 6.691], [4.293, 2.206, -9.030], [4.577, 2.040, -2.623], [-4.202, 1.023, 2.591], [0.363, -2.800, 2.861], [2.886, -0.285, -3.767], [-11.676, -4.242, 3.170], [-2.571, 4.068, -0.031], [4.923, 2.294, -1.546], [0.327, 2.290, 1.071], [-6.194, 0.107, 3.688], [-5.325, 1.109, 3.548], [3.096, 1.461, -2.484], [3.077, 5.952, -5.917], [-12.976, -1.053, 2.901], [-12.657, -3.145, 3.030], [-0.841, -0.963, -1.630], [2.392, 3.015, -0.996], [-9.863, -2.594, 3.258], [-2.058, 2.056, -2.759], [3.813, -2.669, 2.822], [5.125, -0.122, -3.207], [1.072, 0.213, -2.577], [5.266, -1.931, 5.522], [6.382, -0.146, 6.777], [2.440, 0.338, -3.081], [-13.697, -3.435, 2.949], [7.716, -1.847, 5.468], [1.924, -3.320, 4.303], [-12.270, -1.869, 3.004], [3.664, 6.455, -8.283], [-8.822, -2.303, 3.338], [6.584, -2.440, 5.087], [0.125, -2.267, 1.502], [0.603, -3.143, -2.008], [-3.251, -0.261, 1.096], [6.389, 0.728, 7.416], [-2.570, 2.909, -0.009], [-5.400, 2.023, 4.124]], "homo_ev": -11.16, "total_charge": 1, "lumo_ev": -4.11, "orbital_gap_ev": 7.047}


{"formula": "C18H19Cl2N3O5", "method": "wB97M-V/def2-TZVPD", "elements": ["N", "C", "H", "H", "O", "Cl", "H", "H", "H", "C", "O", "H", "Cl", "C", "C", "C", "C", "C", "H", "C", "C", "O", "H", "H", "H", "C", "O", "C", "H", "N", "C", "C", "O", "C", "H", "C", "H", "H", "H", "H", "C", "N", "C", "H", "C", "H", "H"], "positions_angstrom": [[0.262, 1.211, -2.395], [-4.264, 2.791, -3.371], [2.815, 1.469, -0.881], [0.295, -5.112, 2.549], [2.174, 0.708, -3.583], [-3.752, 2.617, -6.399], [2.720, -3.878, 2.561], [-0.046, 1.259, -1.439], [1.875, -1.280, 2.492], [0.823, -3.558, 1.322], [0.605, -1.887, -1.279], [0.589, 3.175, 5.917], [-2.304, 2.056, -1.062], [-0.160, 1.617, 4.431], [0.039, -0.298, 2.897], [-2.851, 2.479, -3.739], [0.659, 0.761, 3.744], [0.827, -1.312, -0.235], [0.540, -3.996, 0.308], [2.280, 0.534, -1.215], [-1.861, 2.050, -2.778], [-1.127, -0.288, 2.492], [-4.380, 3.034, -2.296], [3.099, -0.131, -1.497], [-0.722, -2.084, 0.969], [2.413, -3.804, 1.517], [1.368, -0.028, -0.198], [2.062, 2.192, 4.741], [-0.272, -3.705, 3.225], [-0.389, 1.459, -4.588], [-0.109, -4.209, 2.280], [0.371, -2.014, 1.107], [1.943, 1.160, 3.867], [-0.694, 1.573, -3.337], [2.939, 2.684, 5.081], [0.788, 2.439, 5.188], [-1.180, 1.459, 4.646], [2.704, -4.609, 1.003], [2.900, -2.867, 1.156], [-4.801, 1.905, -3.663], [1.567, 0.813, -2.522], [0.843, -1.332, 2.357], [-1.317, 1.700, -5.495], [-1.031, -4.255, 1.728], [-2.527, 2.339, -5.077], [-1.177, 1.516, -6.540], [-4.534, 3.647, -3.989]], "homo_ev": -8.81, "total_charge": 0, "lumo_ev": 0.44, "smiles": "Cc1c(Cl)cnc(NC(=O)COC(=O)[C@H](NC(=O)c2ccco2)C(C)C)c1Cl", "orbital_gap_ev": 9.251}


{"formula": "C31H41CrN4O2SSe2", "method": "wB97M-V/def2-TZVPD", "elements": ["H", "H", "N", "C", "C", "C", "H", "H", "H", "C", "C", "H", "H", "C", "C", "H", "H", "H", "H", "C", "C", "H", "C", "C", "H", "H", "H", "H", "C", "C", "H", "H", "Se", "H", "C", "H", "C", "C", "C", "C", "H", "Se", "H", "H", "H", "C", "C", "H", "N", "C", "C", "H", "S", "Cr", "C", "H", "H", "C", "C", "C", "H", "C", "C", "O", "N", "C", "O", "H", "H", "C", "H", "H", "H", "H", "H", "H", "H", "H", "H", "C", "N", "H"], "positions_angstrom": [[-0.833, -2.295, 4.859], [-3.767, -3.684, -0.255], [-1.328, -2.391, -0.332], [-2.238, -2.699, -1.428], [-0.164, 3.081, -3.583], [-1.201, 0.948, -0.808], [5.072, 1.475, 0.070], [3.090, -4.580, -2.589], [-0.533, 1.829, -6.698], [4.640, 0.728, 0.742], [-0.674, 1.942, -5.634], [1.473, -4.410, -3.235], [-3.782, 1.598, -1.044], [-1.829, -1.477, 3.148], [-1.104, 0.710, 2.456], [-3.808, -4.041, -1.976], [-2.738, -0.341, 1.558], [0.314, 3.846, -0.745], [5.400, -0.024, 0.961], [-0.891, -1.466, 4.170], [-1.027, 2.239, -2.895], [-1.589, -1.595, 0.239], [-3.355, 5.392, -0.618], [-1.552, 1.116, -4.954], [-1.664, -2.869, -2.345], [4.980, 1.706, 2.634], [0.694, 3.583, -5.470], [3.593, -1.862, 4.213], [-3.652, 2.660, -0.920], [0.012, 2.929, -4.948], [2.167, -4.248, -0.239], [-0.450, -4.277, -1.580], [3.224, -0.214, -0.280], [4.808, -1.487, 2.966], [-2.252, 4.607, -0.898], [3.864, -2.365, 0.934], [-0.066, -0.364, 4.373], [4.007, -1.994, -0.081], [-1.178, 2.371, -1.378], [-1.950, -0.386, 2.297], [-1.293, 5.091, -1.016], [2.946, 0.276, 3.086], [3.505, -2.648, -0.786], [0.369, 3.862, -3.064], [-2.845, -1.807, -1.580], [0.607, 1.916, -0.050], [4.189, -1.074, 3.758], [-2.591, -4.801, -0.950], [-0.011, 0.725, -0.176], [-0.156, 0.716, 3.485], [-0.138, -2.929, -0.155], [1.437, -5.633, -1.063], [0.866, -2.382, 1.166], [1.241, -0.024, 1.280], [-4.751, 3.449, -0.636], [-2.091, 0.347, -5.485], [1.491, 0.565, 5.526], [-4.610, 4.817, -0.481], [0.826, -0.296, 5.570], [1.541, -4.545, -1.079], [-1.297, 1.627, 1.912], [4.141, 1.395, 2.007], [-1.735, 1.268, -3.591], [-2.098, 0.140, -0.877], [0.037, 2.879, -0.753], [-2.389, 3.229, -1.043], [1.576, 1.982, 0.747], [3.536, 2.274, 1.772], [2.247, -3.028, -2.479], [-3.149, -3.884, -1.126], [5.064, -1.950, -0.342], [-5.467, 5.437, -0.269], [4.807, -0.607, 4.524], [1.412, -1.207, 5.680], [0.222, -0.190, 6.472], [-3.237, 6.460, -0.511], [-2.426, 0.624, -3.073], [-2.497, -2.321, 3.054], [-5.725, 2.997, -0.537], [2.127, -4.109, -2.421], [0.231, -3.958, -0.902], [0.378, 1.633, 3.719]], "homo_ev": [-13.24, -13.24], "spin_multiplicity": 2, "total_charge": 2, "lumo_ev": [-7.74, -6.86], "orbital_gap_ev": [5.507, 6.386]}


{"formula": "CH3N5O", "method": "wB97M-V/def2-TZVPD", "elements": ["O", "N", "H", "N", "N", "N", "H", "H", "C", "N"], "positions_angstrom": [[1.625, 0.880, -0.084], [-1.462, -0.684, -0.098], [-0.070, 1.512, 0.770], [-2.397, 0.202, 0.068], [1.897, -0.448, 0.041], [0.155, 1.006, -0.122], [-2.151, 1.020, 0.607], [-3.195, 0.192, -0.510], [-0.260, -0.342, 0.000], [0.948, -1.178, 0.082]], "homo_ev": -8.57, "total_charge": 0, "lumo_ev": 0.51, "smiles": "N/N=c1/nno[nH]1", "orbital_gap_ev": 9.075}


{"formula": "C2H2ClNO", "method": "wB97M-V/def2-TZVPD", "elements": ["Cl", "C", "N", "H", "O", "C", "H"], "positions_angstrom": [[0.558, 0.654, 1.647], [-0.320, -0.488, 0.700], [0.306, 1.420, -2.120], [0.002, -1.512, 1.131], [0.402, -0.479, -0.546], [0.360, 0.560, -1.372], [-1.308, -0.155, 0.560]], "homo_ev": -11.28, "total_charge": 0, "lumo_ev": 0.54, "smiles": "N#COCCl", "orbital_gap_ev": 11.818}


{"formula": "C3H6N4O", "method": "wB97M-V/def2-TZVPD", "elements": ["H", "N", "N", "H", "O", "C", "H", "H", "H", "N", "C", "C", "H", "N"], "positions_angstrom": [[0.849, 2.091, -0.798], [-2.477, 0.358, -0.100], [2.193, 0.260, -0.039], [3.257, -0.349, -0.496], [-0.253, 1.966, 0.199], [-1.214, -0.288, -0.119], [2.467, 0.728, 1.211], [-2.576, 0.962, 0.803], [0.919, -2.506, -0.069], [-0.981, -1.566, 0.141], [0.396, -1.589, 0.030], [0.919, -0.224, -0.083], [-3.266, -0.454, -0.259], [-0.233, 0.610, -0.420]], "homo_ev": -7.65, "total_charge": 0, "lumo_ev": -0.66, "orbital_gap_ev": 6.984}


{"formula": "C11H15N2O", "method": "wB97M-V/def2-TZVPD", "elements": ["C", "H", "C", "H", "H", "H", "H", "C", "C", "C", "H", "C", "C", "H", "H", "H", "H", "C", "H", "C", "H", "N", "O", "C", "N", "C", "H", "H", "H"], "positions_angstrom": [[1.771, -0.583, -0.644], [2.510, -1.879, -1.970], [0.909, 1.182, 0.393], [3.912, -0.302, 1.007], [0.406, -1.041, -2.142], [2.703, 0.171, 2.356], [-2.886, -1.917, 1.608], [-1.607, -0.843, 0.387], [-2.845, -1.127, 0.862], [3.109, 0.329, 1.344], [-5.005, -0.753, 0.785], [-2.610, 1.038, -0.704], [-3.851, 0.520, -0.461], [3.529, 1.429, 1.410], [3.661, -1.648, -0.749], [-2.457, 1.927, -1.305], [0.238, 1.087, 1.314], [-4.011, -0.570, 0.465], [-0.862, -1.473, 0.717], [-0.136, 0.712, -0.934], [-0.009, 1.571, -1.556], [0.721, -0.342, -1.470], [1.183, 2.533, 0.337], [-1.463, 0.245, -0.457], [1.993, 0.266, 0.327], [2.686, -1.693, -0.964], [2.406, -2.579, -0.418], [0.800, 2.818, 1.158], [-4.798, 0.923, -0.694]], "homo_ev": -12.38, "total_charge": 1, "lumo_ev": -2.86, "smiles": "CC1=[NH+][C@@H](c2ccccc2)[C@H](O)N1C", "orbital_gap_ev": 9.518}


{"formula": "C4H9NO3", "method": "wB97M-V/def2-TZVPD", "elements": ["H", "O", "C", "O", "H", "H", "H", "O", "H", "C", "H", "C", "H", "N", "H", "H", "C"], "positions_angstrom": [[0.052, 2.209, -0.141], [-0.489, -2.837, -1.585], [-0.290, 0.740, 1.431], [2.633, 0.009, -1.531], [0.430, -1.299, -1.371], [-0.966, 0.429, 2.268], [1.862, 0.910, 0.169], [-1.247, -1.095, 0.375], [-0.898, 3.084, 1.125], [-0.720, 2.105, 0.625], [-0.419, -3.787, -1.476], [1.822, 0.061, -0.602], [-1.158, -2.533, -0.921], [0.610, -0.498, -0.622], [-1.670, 1.915, 0.080], [0.753, 0.913, 1.779], [-0.303, -0.325, 0.395]], "homo_ev": -10.18, "total_charge": 0, "lumo_ev": 0.69, "smiles": "CCC(=O)NC=O.O", "orbital_gap_ev": 10.871}


Number 1: largest force on an atom 7.54 eV/Å. Number 2: largest force on an atom 5.86 eV/Å. Number 3: largest force on an atom 1.60 eV/Å. Number 4: largest force on an atom 4.24 eV/Å. Number 5: largest force on an atom 3.56 eV/Å. Number 6: largest force on an atom 6.90 eV/Å. Number 7: largest force on an atom 4.70 eV/Å. Number 8: largest force on an atom 4.25 eV/Å.